# 1
DFT (ωB97M-V/def2-TZVPD) results for an isolated ion of composition C2H4NO2 and charge -1.

Computed properties:
SMILES: CNC(=O)[O-]
Charge: -1
Relative energy (zero: lowest compared OMol25 entry of this formula, charge and spin) in kcal per mole: 34.8
Highest occupied orbital energy in eV: -3.1205

The geometry in XYZ format:
```
9
Properties=species:S:1:pos:R:3:mulliken_charge:R:1
O 1.542 -1.017 -0.109 -0.828
O -0.461 -0.834 -0.961 -0.645
N 0.142 0.779 0.579 -0.379
C -1.344 1.141 0.601 -0.617
C 0.429 -0.311 -0.336 0.509
H -1.841 0.975 -0.416 0.211
H -1.353 2.268 0.641 0.215
H 0.699 0.655 1.329 0.241
H -1.657 0.478 1.360 0.294
```

=====

# 2
DFT (ωB97M-V/def2-TZVPD) results for a 10-piece molecular cluster, C12H44ClN18O9S overall.

Computed properties:
Charge: +1
Highest occupied orbital energy in eV: -10.4491

The geometry in XYZ format:
```
85
Properties=species:S:1:pos:R:3:mulliken_charge:R:1
Cl 1.089 -1.128 -2.415 -0.260
S 5.868 -0.260 -1.856 -0.237
O -0.402 -0.682 1.019 -0.760
O -5.302 -6.017 -0.117 -0.655
O -3.260 7.410 0.692 -0.727
O 1.920 1.200 4.281 -0.657
O 0.883 6.696 -0.634 -0.649
O -2.995 2.771 -1.210 -0.782
O -0.641 -4.528 3.025 -0.687
O -3.133 -2.096 -3.607 -0.611
O 5.408 1.323 0.383 -0.742
N -3.865 5.504 -0.407 -0.288
N -3.287 -4.033 -4.754 -0.454
N -0.990 -6.755 3.264 -0.417
N -1.188 1.427 -1.155 -0.043
N -4.904 -3.810 -0.492 -0.311
N -0.255 8.232 0.588 -0.373
N -4.183 -5.398 -1.993 -0.338
N 2.034 8.012 0.817 -0.387
N -2.303 -5.504 1.837 -0.235
N 6.833 -0.230 1.208 -0.347
N -3.138 0.753 -2.212 -0.204
N 6.777 1.928 2.077 -0.369
N -1.248 -3.284 -3.961 -0.247
N 2.643 -0.609 5.440 -0.386
N -2.525 0.004 1.444 -0.260
N -1.906 5.602 0.781 -0.294
N -1.629 -1.791 2.567 -0.258
N 1.445 -0.871 3.482 -0.175
C -4.835 -5.137 -0.820 0.529
C -2.583 -3.074 -4.097 0.620
C -3.038 6.244 0.373 0.538
C -1.272 -5.538 2.722 0.593
C -1.462 -0.822 1.636 0.736
C 1.992 -0.013 4.388 0.611
C -2.472 1.704 -1.524 0.400
C 4.374 -1.036 -2.547 -0.523
C 0.886 7.592 0.197 0.655
C 2.213 0.263 -2.573 -0.633
C 6.307 1.032 1.214 0.864
C 3.470 -0.100 -3.363 -0.576
H 0.941 -0.480 2.699 0.103
H 6.264 0.518 -2.887 0.265
H -4.276 -3.895 -4.856 0.273
H -2.551 -4.609 1.454 0.142
H 3.864 -1.398 -1.642 0.323
H -4.082 0.970 -2.471 0.168
H -0.695 0.562 -1.304 -0.016
H -3.783 -4.681 -2.566 0.264
H 5.392 0.729 -0.930 0.422
H -2.761 -0.130 -2.519 0.163
H 3.984 0.843 -3.605 0.370
H 6.370 2.848 2.069 0.248
H 2.889 7.563 0.551 0.215
H -1.509 -7.585 3.050 0.163
H -0.747 -2.581 -3.448 0.120
H 3.035 -0.004 6.136 0.230
H -2.876 -6.299 1.617 0.165
H -2.472 -1.879 3.103 0.134
H -0.905 -2.474 2.727 0.182
H -3.382 -0.086 1.956 0.144
H -0.268 8.963 1.273 0.144
H 1.517 -1.868 3.560 0.129
H 7.472 1.705 2.767 0.189
H -1.131 7.944 0.175 0.215
H 2.478 0.550 -1.546 0.322
H 7.609 -0.602 1.721 0.206
H -2.433 0.746 0.777 0.159
H -4.715 5.932 -0.718 0.180
H -0.710 2.146 -0.644 0.164
H 6.306 -0.806 0.577 0.128
H 4.742 -1.901 -3.108 0.469
H 2.690 -1.602 5.567 0.160
H -4.553 -3.077 -1.083 0.162
H -0.250 -6.800 3.939 0.221
H 1.663 1.095 -3.024 0.457
H 3.220 -0.579 -4.317 0.368
H -1.665 4.673 0.494 0.167
H -0.767 -4.090 -4.312 0.154
H 2.053 8.744 1.500 0.159
H -3.624 4.564 -0.683 0.370
H -1.259 6.135 1.330 0.220
H -4.129 -6.355 -2.287 0.167
H -5.403 -3.573 0.345 0.196
H -2.868 -4.859 -5.140 0.155
```

=====

# 3
DFT (ωB97M-V/def2-TZVPD) results for a 16-piece molecular cluster, C32H96O16 overall.

Computed properties:
2S+1: 2
Charge: -1
Relative energy (zero: lowest compared OMol25 entry of this formula, charge and spin) in kcal per mole: 19.4
Highest occupied orbital energy (alpha / beta) in eV: 0.1375 / -7.1533

The geometry in XYZ format:
```
144
Properties=species:S:1:pos:R:3:mulliken_charge:R:1
O -5.899 -0.145 -0.803 -0.452
O 2.309 5.522 1.654 -0.646
O 0.035 -1.560 -1.183 0.966
O 3.985 3.771 -2.196 -0.606
O 0.915 -0.118 6.702 -0.579
O -3.674 -3.409 -3.538 -0.590
O -1.357 2.622 2.789 0.343
O 0.193 -2.890 1.199 1.586
O 3.811 -5.089 -2.775 -0.479
O -0.778 0.602 -4.326 3.181
O 4.804 1.859 -0.356 -0.541
O 2.595 -0.899 -5.304 -0.104
O 2.041 -3.371 3.242 -0.754
O -3.413 1.905 4.648 -0.520
O -0.975 5.506 -1.854 -0.398
O -1.195 -2.033 -3.766 -0.484
C -0.173 0.237 0.392 1.393
C 3.991 -2.134 3.839 -1.462
C -3.151 -0.506 4.295 -0.352
C 4.848 0.672 -1.092 -0.455
C -4.438 -2.676 -2.608 -0.604
C 0.361 0.351 4.428 0.230
C 3.329 -0.544 -4.155 0.812
C 2.329 3.174 2.161 -0.553
C -0.947 -3.697 1.265 -0.371
C -3.708 -2.740 -1.289 0.221
C 2.577 3.930 -2.336 -0.272
C -1.952 3.689 -0.561 1.260
C -1.943 -2.995 2.218 -0.785
C 2.906 -5.595 -1.826 -0.476
C 2.141 4.225 1.062 0.624
C -3.060 0.929 -3.542 -1.112
C 1.935 2.582 -2.580 1.524
C -1.782 1.602 -4.099 -1.464
C -4.287 0.880 0.588 0.064
C -0.152 -0.198 -1.040 1.497
C -0.110 -2.771 -4.182 0.369
C 4.042 -0.347 -0.350 0.137
C -1.212 3.998 2.768 0.251
C -1.995 5.185 -0.930 -1.018
C 2.477 -4.401 -0.887 -0.377
C 4.428 -1.542 -3.819 -1.096
C 0.487 -0.702 5.523 -0.582
C -3.155 0.652 5.253 -0.507
C -0.493 -4.163 -3.799 -1.174
C 2.994 -2.499 2.785 0.737
C -5.611 0.085 0.576 -0.810
C -0.912 4.451 4.194 -1.479
H -1.314 2.315 -3.421 0.671
H -6.709 -0.659 -0.855 0.271
H -3.980 1.176 1.591 0.177
H 2.211 1.866 -1.806 -0.942
H -2.873 -1.413 4.833 0.412
H 0.499 0.418 -1.659 -0.842
H 2.245 2.088 -3.501 0.139
H 0.854 2.543 -2.450 -0.591
H -2.880 3.579 0.000 0.010
H -1.397 -3.928 0.299 0.032
H 3.766 0.440 -4.324 0.288
H 1.141 -1.510 5.193 0.473
H 3.381 -2.974 1.884 0.159
H 3.937 -5.754 -3.456 0.280
H 1.768 6.066 1.076 0.345
H 5.092 -1.149 -3.049 0.201
H 2.609 -0.445 -3.343 -0.769
H 2.063 -0.135 -5.539 -0.042
H -3.026 -2.809 -3.916 0.331
H -0.228 0.913 -5.049 -1.545
H -4.432 1.755 -0.047 0.308
H 0.766 -2.502 -3.592 -0.295
H -6.420 0.693 0.981 0.470
H -1.963 3.076 -1.462 -0.168
H -0.673 -4.638 1.741 0.417
H -1.155 0.041 -1.396 -1.388
H 4.345 0.859 -2.040 -0.089
H -2.899 -3.501 2.085 0.472
H -1.090 -1.113 -4.019 -0.380
H -3.429 0.199 -4.263 0.399
H 3.298 -6.410 -1.217 0.321
H 1.430 3.030 2.761 -0.264
H 2.511 2.220 1.666 -0.123
H -2.458 -0.310 3.477 -0.361
H 2.473 4.580 -3.204 0.462
H 3.024 0.044 -0.349 -0.180
H -3.882 1.644 -3.509 0.614
H 5.347 1.793 0.433 0.325
H 5.106 -1.678 -4.661 0.449
H -3.441 0.284 0.243 -0.384
H 2.044 -5.958 -2.385 0.295
H -0.104 -0.126 3.565 -0.396
H -4.150 -0.605 3.870 0.415
H -0.935 -0.297 0.960 -0.754
H 2.143 4.398 -1.453 -0.072
H 3.182 3.375 2.809 0.582
H 1.161 4.094 0.603 -0.494
H 5.892 0.417 -1.278 0.506
H -1.329 5.307 -2.724 0.257
H 4.921 -1.793 3.385 0.405
H -0.509 -1.134 5.619 0.130
H -0.545 -1.824 -1.902 -0.992
H 2.493 -1.586 2.463 -0.302
H 3.616 -1.340 4.485 0.304
H -0.282 1.179 4.727 -0.063
H -5.399 -3.175 -2.483 0.392
H 2.955 4.092 0.349 0.525
H 0.227 -2.674 -5.214 0.403
H -1.680 -2.901 3.271 0.317
H -0.765 5.531 4.199 0.418
H -2.743 -2.246 -1.403 -0.428
H -2.901 0.511 -2.548 -0.197
H -1.413 -4.515 -4.267 0.400
H -3.903 0.602 6.044 0.562
H -4.692 -1.691 -3.001 0.150
H -2.193 0.711 5.762 0.094
H 4.233 -2.980 4.483 0.343
H -0.622 -4.339 -2.731 -0.017
H -1.764 5.717 -0.007 0.255
H -2.076 2.076 -5.036 0.070
H -0.050 4.006 4.691 0.227
H 0.151 -2.232 0.501 -0.709
H -2.932 5.571 -1.330 0.482
H 3.872 -1.292 -0.864 -0.003
H -2.192 4.350 2.448 0.316
H -4.090 2.387 5.129 0.284
H 0.213 -4.924 -4.134 0.422
H 4.043 -2.513 -3.509 0.057
H 0.803 0.116 0.862 -0.170
H -1.067 3.419 0.014 -0.745
H -3.510 -3.765 -0.976 0.413
H 3.332 -4.000 -0.343 0.249
H 4.147 3.098 -1.531 0.251
H -1.772 4.210 4.819 0.373
H 2.083 -3.534 -1.417 -0.103
H -1.940 2.373 3.510 -0.270
H 4.427 -0.457 0.664 0.322
H 1.333 0.644 4.032 0.439
H -5.490 -0.838 1.144 0.345
H 1.787 -4.724 -0.107 0.226
H -0.453 4.354 2.070 -0.017
H 1.335 -3.385 2.592 0.270
H -2.193 -1.971 1.937 -0.276
H -0.465 1.283 0.299 -0.668
H -4.272 -2.299 -0.467 0.081
H 1.257 -0.802 7.282 0.338
```

=====

It is found that the E values, taken in the order of the records, are -283.85559; -3004.92650; -2480.43700 a.u..